ORCA calculation (the ωB97M-V functional and the def2-TZVPD basis) on one molecule with the formula C19H19N3O4 in a non-equilibrium geometry.

Structure (XYZ):
```
45
Properties=species:S:1:pos:R:3:forces:R:3
C 5.745374 1.211363 -0.732975 -0.3283 0.1661 0.2010
C 4.913340 1.731268 0.435442 0.4123 -0.2260 -0.0120
O 3.774617 2.456184 0.011492 -0.1834 0.1828 -0.0793
C 2.674384 1.806507 -0.432326 -0.3223 -0.0646 -0.1154
C 2.501740 0.423667 -0.459476 0.3946 0.1544 0.1564
C 1.310266 -0.115495 -0.902636 -0.3548 0.1730 -0.1600
C 0.275026 0.707113 -1.335943 0.6111 -0.1546 0.1858
C 0.450275 2.093534 -1.322151 -0.0004 -0.2729 0.0033
C 1.631900 2.630894 -0.876228 0.2358 -0.0303 0.0772
H 1.784583 3.697879 -0.846950 0.0044 0.1314 -0.0041
H -0.360455 2.719753 -1.656705 -0.0765 0.1350 -0.0194
C -0.993776 0.150957 -1.725170 -0.8266 0.1461 -0.3467
N -2.047659 0.796439 -2.128003 1.2254 0.7751 0.2899
N -3.036895 -0.100103 -2.281447 -0.8195 -1.2699 -0.3045
C -2.552500 -1.252740 -1.956749 -0.0815 0.5593 -0.3794
N -3.206939 -2.457028 -1.891601 0.5047 -0.3524 -0.3848
C -4.212521 -2.764276 -0.995917 -0.1141 0.2245 0.1759
O -4.683887 -3.871976 -0.974406 -0.1395 -0.2373 0.0516
C -4.609456 -1.631811 -0.074459 -0.1689 -0.0419 0.2062
C -3.405448 -1.056267 0.628414 0.0149 -0.0337 0.2692
C -3.206824 0.319096 0.709630 0.0960 -0.1212 0.1465
C -2.063062 0.834948 1.279278 0.1608 -0.0348 0.1629
C -1.079206 -0.013439 1.788276 -0.1238 0.0543 -0.0165
C -1.288011 -1.387123 1.748652 0.2944 0.0401 0.1782
C -2.443372 -1.893543 1.176455 -0.2290 0.1912 -0.0227
H -2.587182 -2.964548 1.140821 0.0150 -0.1337 -0.0092
H -0.559209 -2.074598 2.148446 0.0960 -0.0284 0.0506
O 0.030586 0.598543 2.290077 -0.3088 0.1240 -0.1420
C 1.064910 -0.202772 2.802542 0.1294 -0.1303 0.0938
H 1.465029 -0.877908 2.039152 -0.0152 0.0094 0.0299
H 1.844769 0.490009 3.115360 -0.0051 -0.0859 -0.0084
H 0.732677 -0.786674 3.667492 0.0035 0.0087 -0.0415
H -1.893960 1.898739 1.321396 0.0272 0.1599 -0.0026
H -3.941901 0.991193 0.293248 -0.0582 0.0729 -0.0936
H -5.329011 -2.031219 0.644327 0.0134 -0.0272 -0.1764
H -5.096549 -0.855137 -0.666997 -0.0277 -0.0197 0.0327
H -2.797802 -3.244614 -2.378658 -0.1618 0.0575 0.0433
O -1.240187 -1.180766 -1.618162 -0.0545 0.1392 0.0497
H 1.175871 -1.187272 -0.911310 0.0081 -0.0827 0.0257
H 3.282813 -0.243329 -0.129225 0.0942 -0.0172 0.0163
H 4.624192 0.913568 1.106941 -0.0093 0.1140 -0.0138
H 5.495938 2.456890 1.009828 -0.1010 -0.1554 -0.0116
H 6.633500 0.711771 -0.356043 0.1061 -0.0726 0.0180
H 5.175191 0.510844 -1.338153 0.0090 -0.0796 -0.0621
H 6.048830 2.041481 -1.365576 0.0541 0.0537 -0.0582
```
Forces are in eV/Å.

Summary:
* energy relative to the best compared isomer or geometry (same formula, charge and spin): 2.907 eV
* E_tot: -1200.64601 hartree
* Kohn-Sham gap: 8.78 eV
* 2S+1: 1
* SMILES: CCOc1ccc(-c2nnc(NC(=O)Cc3ccc(OC)cc3)o2)cc1
* lowest unoccupied orbital energy: 0.46 eV
* strongest force on any atom: 1.54 eV/Å
* HOMO level: -0.30605 Eh

Atomic partial charges in e from the Löwdin method, atoms 1 to 5:
1. C -0.06
2. C -0.24
3. O -0.04
4. C -0.26
5. C -0.02